7
Properties=species:S:1:pos:R:3:lowdin_charge:R:1 method="wB97M-V/def2-TZVPD" e_above_lowest_ev=3.0609 gap_ev="8.1 / 8.6" total_charge=0
C 0.413 0.330 -0.974 -0.425
C 0.183 0.166 0.399 -1.191
N 0.530 0.488 -2.104 0.177
S -1.467 -0.101 0.939 0.750
Cl 1.163 1.108 1.472 0.611
H 1.152 -1.662 0.544 0.182
H -1.975 -0.329 -0.278 -0.105